# 1
Molecular formula: C6H10
Method: DFT, wB97M-V/def2-TZVPD

Each line ends with the natural charge from an NBO analysis.
Atoms and positions in Å:
C  -1.1252  -0.6153  1.5849  -0.6236
C  -0.5439  0.4037  0.5800  -0.2036
C  0.9762  0.6794  0.5096  -0.4022
C  0.8472  0.7001  -1.0228  -0.2245
C  0.7534  -0.6644  -1.5784  -0.4282
C  -0.5269  0.0876  -0.9189  -0.2315
H  -0.9344  -0.4206  2.6524  0.2119
H  -2.2088  -0.7227  1.4619  0.2121
H  -0.6940  -1.6079  1.3720  0.2095
H  -1.0557  1.3723  0.3219  0.2133
H  1.3650  1.5886  0.9713  0.2107
H  1.5682  -0.1739  0.8715  0.2019
H  1.1279  1.5479  -1.6238  0.2127
H  1.1936  -1.5404  -1.0948  0.2048
H  0.7615  -0.7397  -2.6800  0.2212
H  -1.5041  0.1053  -1.4068  0.2154

For the relative energy (zero: lowest compared OMol25 entry of this formula, charge and spin), the calculation gives 2.257 eV. For the HOMO energy, the calculation gives -9.16 eV. The total energy comes out at -234.5196 Eh. Its spin multiplicity is 1. As for the SMILES: C[C@H]1C[C@H]2C[C@H]21.

***

# 2
Molecular formula: C38H32MgN7O8S
Method: DFT, wB97M-V/def2-TZVPD

Each line ends with the Löwdin charge.
Atoms and positions in Å:
Mg  1.2532  -1.0648  0.7034  0.6729
C  3.0985  -2.2677  4.4739  0.0388
C  1.9719  -2.2097  3.4891  -0.4649
O  2.0319  -1.4404  2.5164  -0.0016
N  0.9212  -3.0075  3.6867  0.1166
C  -0.2518  -3.0085  2.8113  -0.0970
C  -0.0191  -3.7620  1.5247  -0.2505
C  -0.3659  -5.0982  1.4100  -0.0086
C  -0.1284  -5.7615  0.2193  -0.0258
C  0.4574  -5.0681  -0.8278  -0.0242
C  0.7819  -3.7397  -0.6372  -0.0996
N  0.5501  -3.0924  0.5135  0.0846
H  3.4140  -1.2510  4.6981  0.0948
H  3.9393  -2.7810  4.0057  0.1045
H  2.8321  -2.7857  5.3926  0.0880
H  0.9368  -3.6261  4.4799  0.1531
H  -0.5356  -1.9800  2.5932  0.1052
H  -1.0780  -3.4569  3.3552  0.1269
H  -0.8326  -5.6037  2.2450  0.1211
H  -0.3986  -6.8032  0.1076  0.1199
H  0.6630  -5.5432  -1.7760  0.1181
H  1.2446  -3.1534  -1.4209  0.1056
C  -5.1650  -3.5954  0.9378  -0.0521
C  -3.8964  -3.7028  1.4794  -0.1420
N  -2.9615  -2.7628  1.3395  0.0807
C  -3.2606  -1.6901  0.6159  -0.0906
C  -4.4943  -1.4940  -0.0040  -0.1984
C  -5.4688  -2.4648  0.1976  -0.0140
C  -4.8282  -0.2803  -0.7751  -0.0264
C  -4.1988  0.3129  -1.7938  -0.0259
C  -2.9995  -0.1029  -2.5389  -0.2773
C  -2.6763  0.5545  -3.7249  -0.0059
C  -1.5453  0.1340  -4.4013  -0.1206
N  -0.7770  -0.8569  -3.9546  0.1026
C  -1.1869  -1.4376  -2.8323  -0.1852
N  -2.2450  -1.1173  -2.1016  0.1541
H  -5.8975  -4.3748  1.0949  0.1074
H  -3.6201  -4.5785  2.0575  0.1013
H  -2.4821  -0.9446  0.5209  0.0850
H  -6.4538  -2.3417  -0.2368  0.1228
H  -5.7676  0.1784  -0.4795  0.1177
H  -4.6750  1.1986  -2.2001  0.1089
H  -3.2886  1.3613  -4.1039  0.1174
H  -1.2377  0.6033  -5.3308  0.1055
H  -0.5806  -2.2573  -2.4691  0.0927
O  -0.3380  0.0240  1.1707  -0.5417
S  -0.7330  1.4171  1.6441  1.1155
C  0.3708  1.8899  2.9453  -0.3940
C  1.7518  1.9220  2.7770  -0.0673
C  2.5426  2.2576  3.8618  -0.0471
C  1.9588  2.5597  5.0889  -0.0556
C  0.5813  2.5240  5.2444  -0.0608
C  -0.2235  2.1819  4.1660  -0.0745
C  -0.2419  2.5051  0.3131  -0.3470
C  0.3365  3.7463  0.5467  -0.0520
C  0.5810  4.5886  -0.5289  -0.0490
C  0.2284  4.1992  -1.8138  -0.0613
C  -0.3589  2.9602  -2.0321  -0.0572
C  -0.5972  2.1022  -0.9691  -0.0616
H  2.1960  1.6923  1.8171  0.0988
H  3.6178  2.2961  3.7475  0.1174
H  2.5858  2.8310  5.9283  0.1129
H  0.1327  2.7631  6.1988  0.1128
H  -1.3011  2.1470  4.2683  0.1117
H  0.5998  4.0566  1.5483  0.1155
H  1.0443  5.5513  -0.3594  0.1197
H  0.4090  4.8659  -2.6475  0.1205
H  -0.6393  2.6604  -3.0335  0.1052
H  -1.0450  1.1291  -1.1317  0.0985
O  2.5647  0.4132  0.1290  -0.0338
C  2.1945  0.2019  -1.0630  -0.5568
O  1.5178  -0.8277  -1.3472  -0.0257
C  2.4705  1.2331  -2.1049  -0.0861
C  1.9687  1.0841  -3.3919  0.0824
C  2.1180  2.1379  -4.2737  -0.1077
C  2.7442  3.3222  -3.9356  0.0878
C  3.2347  3.4215  -2.6493  -0.1206
C  3.1121  2.4036  -1.7260  0.0839
N  3.8539  4.6940  -2.2234  -0.3437
O  4.2381  4.7667  -1.0744  0.0890
O  3.9158  5.5838  -3.0430  0.1007
N  1.5193  2.0256  -5.6208  -0.3388
O  1.1168  0.9339  -5.9596  0.0831
O  1.4597  3.0389  -6.2851  0.0992
H  1.4253  0.1943  -3.6846  0.1151
H  2.8246  4.1388  -4.6370  0.1391
H  3.4831  2.5271  -0.7200  0.1374

For the relative energy (zero: lowest compared OMol25 entry of this formula, charge and spin), the calculation gives 0.000 eV. For the HOMO energy, the calculation gives -11.09 eV. The total energy comes out at -3050.5996 Eh. Its spin multiplicity is 1. As for the charge: +1.

***

# 3
Molecular formula: C34H33F3IrN7OS2
Method: DFT, wB97M-V/def2-TZVPD

Each line ends with the Löwdin charge.
Atoms and positions in Å:
Ir  -0.5816  -0.0927  -1.3729  1.2164
C  0.5406  -2.5353  1.4041  -0.0225
C  1.2483  -2.3129  0.1116  -0.2602
N  1.4676  -1.0841  -0.2960  -0.0552
N  2.5406  -0.7069  -0.8913  -0.0633
C  2.6619  0.1395  -1.8522  -1.0402
S  1.3611  0.6998  -2.8284  0.7030
S  4.3229  0.5780  -2.2131  0.9452
C  4.1126  2.3696  -2.5733  -0.4084
C  4.0660  3.0865  -1.2634  -0.3127
C  5.2530  3.3745  -0.5965  -0.0493
C  5.2294  4.0212  0.6241  -0.0723
C  4.0176  4.3759  1.1961  -0.0811
C  2.8306  4.0745  0.5476  -0.0835
C  2.8524  3.4266  -0.6748  -0.0530
C  1.5842  -3.4019  -0.7575  -0.0785
C  1.9578  -4.6699  -0.3196  -0.0105
C  2.2956  -5.6540  -1.2232  -0.0387
C  2.2377  -5.3968  -2.6034  -0.0509
C  1.8548  -4.1764  -3.0744  0.0416
C  1.4568  -3.1234  -2.1839  -0.3245
O  0.9427  -2.0665  -2.6098  -0.0874
H  0.2365  -1.5826  1.8289  0.0602
H  1.2031  -3.0418  2.1059  0.0952
H  -0.3317  -3.1672  1.2478  0.0775
H  3.1999  2.4875  -3.1537  0.0358
H  4.9814  2.6467  -3.1664  0.0844
H  6.1935  3.0951  -1.0471  0.1160
H  6.1567  4.2479  1.1273  0.1061
H  3.9995  4.8854  2.1475  0.1022
H  1.8864  4.3476  0.9953  0.0959
H  1.9266  3.2036  -1.1861  0.0819
H  2.0487  -4.8473  0.7415  0.1166
H  2.6261  -6.6185  -0.8705  0.1129
H  2.5136  -6.1795  -3.2951  0.1137
H  1.8017  -3.9596  -4.1281  0.1256
C  0.4493  2.7869  3.4812  -0.0541
C  -0.5615  3.4716  2.8205  -0.0691
C  -0.8878  3.1596  1.5198  -0.0100
C  -0.1990  2.1381  0.8382  -0.2917
C  0.8094  1.4439  1.5192  -0.0244
C  1.1272  1.7731  2.8198  -0.0587
N  -0.5086  1.8490  -0.4646  -0.0775
N  -1.1006  2.7727  -1.1525  0.1056
C  -1.6648  2.5299  -2.3217  -0.3274
C  -2.3194  3.5821  -3.0052  0.0345
C  -2.8932  3.3322  -4.2230  -0.0276
C  -2.7953  2.0508  -4.7744  -0.0051
C  -2.1365  1.0669  -4.0620  -0.0907
N  -1.6133  1.2755  -2.8630  0.0055
H  0.7120  3.0501  4.4941  0.1123
H  -1.0984  4.2587  3.3278  0.1108
H  -1.6721  3.6885  1.0000  0.1095
H  1.3627  0.6760  1.0053  0.0808
H  1.9259  1.2481  3.3198  0.1152
H  -2.3532  4.5519  -2.5357  0.1233
H  -3.4122  4.1135  -4.7564  0.1209
H  -3.2159  1.8222  -5.7386  0.1190
H  -2.0234  0.0777  -4.4808  0.1217
F  -1.4676  -1.9403  -3.4975  0.0663
C  -1.6210  -1.6598  -2.2003  -0.7180
F  -2.9539  -1.3833  -2.0614  0.0226
F  -1.4578  -2.8264  -1.5257  0.0459
N  -1.6543  -0.6094  0.3397  0.0911
C  -2.5156  -0.9737  1.0292  -0.1797
N  -3.4505  -1.3677  1.8102  -0.0702
C  -3.8534  -2.7651  1.8708  -0.1141
C  -3.1910  -3.4307  3.0781  -0.1629
C  -3.5546  -2.6677  4.3542  -0.1890
C  -3.1703  -1.1916  4.2257  -0.1647
C  -3.8279  -0.5926  2.9819  -0.1219
H  -3.5961  -3.2673  0.9379  0.1352
H  -4.9405  -2.7816  1.9892  0.1364
H  -2.1062  -3.4398  2.9454  0.1049
H  -3.5271  -4.4653  3.1474  0.1204
H  -3.0578  -3.1169  5.2163  0.1169
H  -4.6306  -2.7469  4.5239  0.1183
H  -2.0843  -1.0906  4.1535  0.1169
H  -3.5020  -0.6400  5.1051  0.1182
H  -3.5442  0.4510  2.8400  0.1310
H  -4.9156  -0.6557  3.0737  0.1354

For the relative energy (zero: lowest compared OMol25 entry of this formula, charge and spin), the calculation gives 3.680 eV. For the HOMO energy (alpha / beta), the calculation gives -9.91 / -9.88 eV. The total energy comes out at -2973.9182 Eh. Its spin multiplicity is 2. As for the charge: +1.